[1]
15
Properties=species:S:1:pos:R:3 method="wB97M-V/def2-TZVPD" mol_weight_da=123.2 e_homo_ev=-8.6 total_energy_ev=-26413.6092 gap_ha=0.1972 de_lowest_kj_mol=392.5
N 2.337 0.173 0.145
C 1.053 0.848 0.077
C 0.227 0.398 -1.153
S 0.098 -1.353 -1.246
S -2.153 0.851 0.798
C -2.070 -0.928 0.933
H 3.167 0.603 -0.229
H 2.276 -0.779 -0.208
H 1.273 1.928 0.046
H 0.430 0.654 0.965
H 0.509 0.830 -2.127
H -0.860 0.630 -0.946
H -3.014 -1.124 1.445
H -1.218 -1.236 1.544
H -2.056 -1.495 -0.042

***

[2]
26
Properties=species:S:1:pos:R:3 method="wB97M-V/def2-TZVPD" mol_weight_da=190.2 e_homo_ev=-3.9 total_energy_ev=-17187.7058 gap_ha=0.2722 de_lowest_kj_mol=160.7 total_charge=-1
C 0.852 3.727 -0.458
C 1.033 1.127 -1.073
C -0.161 0.379 0.630
C 0.754 2.279 -0.347
C 0.061 1.755 0.893
C -0.990 -0.380 1.438
C -1.435 0.181 2.642
C -0.310 2.306 2.088
C -1.014 1.489 2.972
N 0.675 -0.002 -0.348
H 0.947 -1.124 -0.618
H 1.432 1.055 -2.064
H -1.232 -1.515 1.307
H 1.326 4.161 -1.406
H 1.408 4.175 0.367
H -1.710 -0.459 3.442
H -0.090 3.344 2.205
H -1.214 1.916 3.948
H -0.214 4.116 -0.526
C -0.189 -4.318 -1.978
C 0.042 -2.801 -1.791
O 0.882 -2.433 -0.882
O -0.459 -2.126 -2.686
H -1.262 -4.392 -1.859
H 0.306 -4.886 -1.217
H -0.098 -4.516 -3.047

***

[3]
16
Properties=species:S:1:pos:R:3 method="wB97M-V/def2-TZVPD" mol_weight_da=75.1 e_homo_ev="-21.4 / -22.3" total_energy_ev=-6248.3969 gap_ha="0.4124 / 0.3448" de_lowest_kj_mol=198.2 spin_multiplicity=2 total_charge=+2
C 1.960 1.057 1.140
N 0.613 1.411 0.482
H 2.532 0.573 0.348
H 1.782 0.268 1.863
H 2.431 1.981 1.446
H 0.717 2.232 -0.117
H 0.169 0.577 0.053
H 0.043 1.718 1.277
C -1.997 -0.493 -1.182
C -0.371 -2.062 -0.220
N -0.896 -0.930 -0.312
H -1.716 0.436 -1.691
H -2.130 -1.193 -2.006
H -2.892 -0.384 -0.564
H 0.716 -2.200 -0.318
H -0.959 -2.991 -0.199

***

[4]
52
Properties=species:S:1:pos:R:3 method="wB97M-V/def2-TZVPD" mol_weight_da=886.9 e_homo_ev="-16.6 / -16.6" total_energy_ev=-317675.3506 gap_ha="0.2159 / 0.2159" de_lowest_kj_mol=155.5 total_charge=+3
Tc 0.771 -0.061 0.190
N 1.613 -0.917 -1.572
C 1.980 -2.349 -1.486
C 2.753 -2.517 -0.203
N 2.052 -1.872 0.951
C 1.136 -2.846 1.624
C -0.236 -2.807 1.009
N -0.633 -1.390 0.995
C 3.073 -1.438 1.954
C 2.537 -0.242 2.680
N 2.177 0.726 1.614
H 0.936 -0.763 -2.321
H 2.438 -0.385 -1.854
H 2.596 -2.653 -2.333
H 1.068 -2.939 -1.513
H 3.724 -2.036 -0.320
H 2.942 -3.572 0.003
H 1.052 -2.554 2.673
H 1.565 -3.849 1.599
H -0.937 -3.403 1.596
H -0.256 -3.185 -0.009
H -0.814 -1.075 1.948
H -1.533 -1.245 0.501
H 3.983 -1.152 1.426
H 3.333 -2.256 2.628
H 3.272 0.175 3.369
H 1.629 -0.464 3.241
H 3.033 1.092 1.195
H 1.693 1.518 2.034
C -3.696 2.869 0.056
C -2.269 2.336 0.042
O -1.308 3.282 -0.428
P -1.692 1.868 1.721
O -1.744 3.152 2.617
O -2.683 0.884 2.423
O -0.331 1.233 1.620
P -2.112 0.807 -0.974
O -2.692 1.170 -2.410
O -2.810 -0.316 -0.318
O -0.582 0.613 -1.184
H -3.824 3.635 0.823
H -4.412 2.069 0.248
H -3.928 3.306 -0.916
H -1.678 4.171 -0.339
H -1.030 3.803 2.573
H -3.439 1.240 2.913
H -3.561 0.755 -2.537
Se 0.583 1.208 -4.798
Sb -0.752 0.932 -7.383
Se -0.316 2.799 -3.498
Se -0.932 -1.323 -7.266
Se -1.743 3.965 -4.601

***

[5]
59
Properties=species:S:1:pos:R:3 method="wB97M-V/def2-TZVPD" mol_weight_da=446.5 smiles="CC[C@H](C)c1ccc(OCC(=O)Nc2cccc(C(=O)Nc3ccc(C(=O)O)cc3)c2)cc1" e_homo_ev=-8.8 total_energy_ev=-40603.9252 gap_ha=0.3291 de_lowest_kj_mol=0.0
C -0.719 -1.320 -2.131
C -0.408 -2.781 -1.828
C 1.009 -3.174 -2.272
C 1.243 -4.674 -2.082
C 2.040 -2.362 -1.528
C 2.829 -1.438 -2.196
C 3.750 -0.647 -1.530
C 3.899 -0.779 -0.156
O 4.739 -0.016 0.623
C 5.414 1.060 0.016
C 4.473 2.120 -0.577
O 4.822 2.859 -1.468
N 3.252 2.105 0.018
C 2.070 2.724 -0.393
C 2.050 3.772 -1.308
C 0.839 4.336 -1.672
C -0.347 3.863 -1.143
C -0.337 2.798 -0.246
C -1.647 2.325 0.291
O -2.586 3.073 0.452
N -1.672 0.980 0.556
C -2.708 0.204 1.064
C -2.463 -1.162 1.236
C -3.442 -1.995 1.730
C -4.691 -1.475 2.068
C -5.768 -2.329 2.600
O -6.866 -1.940 2.915
O -5.421 -3.625 2.711
C -4.932 -0.112 1.903
C -3.955 0.725 1.407
C 0.877 2.239 0.135
C 3.127 -1.716 0.526
C 2.212 -2.493 -0.153
H -1.716 -1.060 -1.781
H 0.008 -0.665 -1.652
H -0.677 -1.137 -3.202
H -0.514 -2.968 -0.757
H -1.130 -3.417 -2.344
H 1.103 -2.947 -3.339
H 0.550 -5.243 -2.697
H 2.258 -4.937 -2.371
H 1.096 -4.964 -1.045
H 2.721 -1.319 -3.265
H 4.330 0.067 -2.092
H 6.103 0.727 -0.769
H 6.003 1.521 0.815
H 3.140 1.426 0.762
H 2.976 4.134 -1.722
H 0.827 5.156 -2.373
H -1.295 4.302 -1.414
H -0.843 0.456 0.309
H -1.493 -1.563 0.978
H -3.250 -3.048 1.859
H -6.170 -4.128 3.064
H -5.902 0.276 2.172
H -4.145 1.777 1.278
H 0.918 1.444 0.868
H 3.260 -1.815 1.593
H 1.621 -3.206 0.401

***

[6]
99
Properties=species:S:1:pos:R:3 method="wB97M-V/def2-TZVPD" mol_weight_da=597.5 e_homo_ev=-4.6 total_energy_ev=-65436.0470 gap_ha=0.2447 total_charge=-1
C -1.507 -4.547 8.147
C -2.569 -3.908 7.146
C -1.994 -3.954 5.650
C -1.452 -2.476 5.351
C -0.721 -2.509 3.959
B -0.494 -1.058 3.215
C -1.635 0.084 3.548
C -2.990 -0.019 2.740
C -3.623 -1.450 2.658
C -4.041 0.901 3.523
P -0.282 -1.334 1.267
P 0.338 -3.356 0.828
O 1.459 -3.748 1.735
O -0.970 -4.398 0.863
O 0.844 -3.361 -0.779
C 0.940 -0.381 3.702
C 1.578 -0.738 4.978
C 2.821 -0.042 5.344
C 3.316 0.947 4.416
N 2.781 1.297 3.222
C 1.630 0.642 2.917
H -1.062 -3.733 8.777
H -2.026 -5.320 8.773
H -0.671 -5.013 7.569
H -2.670 -2.833 7.448
H -3.579 -4.379 7.229
H -2.881 -4.097 4.975
H -1.200 -4.723 5.525
H -2.357 -1.825 5.399
H -0.804 -2.214 6.226
H -1.350 -3.168 3.290
H 0.251 -3.070 4.075
H -1.170 1.070 3.242
H -1.820 0.201 4.656
H -2.845 0.472 1.741
H -4.643 -1.372 2.204
H -3.698 -1.900 3.677
H -3.015 -2.135 2.007
H -4.903 1.177 2.866
H -3.525 1.820 3.914
H -4.421 0.285 4.386
H -1.548 -1.202 0.604
H -0.837 -5.072 1.553
H 1.785 -3.626 -0.733
H 1.162 -1.495 5.670
H 3.305 -0.267 6.315
H 4.249 1.489 4.720
H 1.142 0.934 1.952
C 3.199 -4.032 -4.390
C 2.799 -4.838 -5.622
C 1.337 -5.322 -5.598
O 1.096 -6.424 -4.737
C 0.947 -6.080 -3.367
N 3.736 -5.957 -5.784
H 3.384 -4.664 -3.520
H 4.122 -3.481 -4.581
H 2.426 -3.307 -4.126
H 2.906 -4.176 -6.488
H 1.085 -5.677 -6.603
H 0.646 -4.500 -5.376
H 0.454 -5.113 -3.237
H 1.920 -6.079 -2.872
H 0.337 -6.849 -2.892
H 3.532 -6.430 -6.662
H 3.503 -6.651 -5.076
C 1.014 3.002 -3.722
C -0.241 2.789 -2.882
C -0.011 2.962 -1.371
O 0.649 1.874 -0.749
C 2.058 1.868 -0.904
N -0.805 1.469 -3.195
H 1.690 2.146 -3.691
H 0.747 3.154 -4.771
H 1.563 3.883 -3.388
H -0.965 3.550 -3.190
H -0.992 3.021 -0.887
H 0.503 3.906 -1.148
H 2.474 2.880 -0.911
H 2.335 1.337 -1.818
H 2.485 1.321 -0.063
H -1.696 1.372 -2.713
H -0.212 0.772 -2.745
C -0.459 6.534 -5.365
C -0.795 6.910 -3.924
C -0.904 8.428 -3.690
O 0.342 9.107 -3.630
C 0.917 9.402 -4.891
N 0.193 6.294 -3.032
H 0.595 6.683 -5.601
H -0.676 5.479 -5.540
H -1.054 7.118 -6.073
H -1.775 6.476 -3.699
H -1.367 8.583 -2.710
H -1.567 8.902 -4.425
H 0.158 9.634 -5.644
H 1.541 8.571 -5.226
H 1.564 10.271 -4.769
H -0.090 6.456 -2.068
H 1.057 6.827 -3.122

***

[7]
74
Properties=species:S:1:pos:R:3 method="wB97M-V/def2-TZVPD" mol_weight_da=897.6 e_homo_ev="-3.1 / -3.2" total_energy_ev=-140215.4504 gap_ha="0.1851 / 0.1866" de_lowest_kj_mol=0.0 spin_multiplicity=2 total_charge=-1
Ir -0.403 2.038 0.316
C 1.754 2.198 4.413
C 1.437 2.046 2.941
S -0.301 2.058 2.605
C 2.372 1.862 1.999
C 3.844 1.790 2.303
S 1.976 1.610 0.300
H 0.834 2.344 4.979
H 2.403 3.058 4.602
H 2.251 1.311 4.816
H 4.050 1.836 3.373
H 4.378 2.609 1.812
H 4.263 0.859 1.910
N -0.136 3.942 -3.399
C -0.369 2.731 -4.026
C -0.503 2.386 -5.366
C -0.696 1.046 -5.643
C -0.742 0.084 -4.622
C -0.610 0.432 -3.293
C -0.435 1.783 -2.998
N -0.263 2.429 -1.780
C -0.083 3.695 -2.064
C 0.109 4.676 -1.007
C 0.295 6.020 -1.055
S 0.388 6.636 0.539
C 0.171 5.062 1.174
N 0.047 4.154 0.264
H -0.084 4.845 -3.832
H -0.455 3.126 -6.155
H -0.802 0.731 -6.673
H -0.871 -0.959 -4.878
H -0.626 -0.302 -2.503
H 0.373 6.664 -1.915
H 0.139 4.828 2.230
C -0.937 0.123 0.084
Ge -0.492 -1.672 0.544
C 0.795 -2.182 1.921
C 1.174 -3.524 2.005
C 2.112 -3.946 2.936
C 2.699 -3.021 3.792
C 2.338 -1.684 3.711
C 1.388 -1.268 2.784
C 0.248 -2.493 -1.103
C 1.504 -2.060 -1.540
C 2.038 -2.506 -2.739
C 1.322 -3.395 -3.534
C 0.076 -3.837 -3.115
C -0.453 -3.388 -1.908
C -2.174 -2.636 0.931
C -2.350 -3.405 2.080
C -3.572 -4.000 2.371
C -4.649 -3.833 1.513
C -4.496 -3.067 0.365
C -3.273 -2.476 0.083
H -1.809 0.039 -0.576
H 0.737 -4.250 1.326
H 2.393 -4.991 2.989
H 3.438 -3.344 4.515
H 2.799 -0.956 4.368
H 1.114 -0.224 2.728
H 2.059 -1.344 -0.940
H 3.010 -2.152 -3.064
H 1.734 -3.738 -4.475
H -0.487 -4.533 -3.727
H -1.426 -3.748 -1.589
H -1.521 -3.538 2.767
H -3.685 -4.589 3.274
H -5.606 -4.287 1.743
H -5.336 -2.918 -0.304
H -3.179 -1.867 -0.811
F -3.370 1.665 0.172
C -2.392 2.601 0.333
F -2.800 3.304 1.438
F -2.675 3.515 -0.713

***

[8]
13
Properties=species:S:1:pos:R:3 method="wB97M-V/def2-TZVPD" mol_weight_da=111.1 e_homo_ev="-7.8 / -8.3" total_energy_ev=-10844.4902 gap_ha="0.2637 / 0.2781" de_lowest_kj_mol=658.5
C 1.290 -0.586 1.004
C 0.032 -0.746 0.369
C -0.542 -0.025 -0.678
C 1.996 0.619 1.111
C -1.808 0.125 -1.406
N -0.531 0.749 -1.681
O -0.782 -1.525 1.219
O 2.410 1.378 0.146
H 1.661 -1.154 1.903
H -2.215 -0.559 -2.202
H -2.625 0.700 -1.129
H -1.692 -1.267 1.027
H 2.806 2.290 0.317